The following is a DFT calculation (ωB97M-V/def2-TZVPD) of a molecular structure, C21H23AsAuBrIN2Se at a distorted geometry.

Each line ends with the Mulliken charge.
CARTESIAN COORDINATES (ANGSTROEM)
Au 0.42 0.64 -0.30  0.197
I 0.29 0.45 2.56  0.130
C 2.39 0.19 2.51  0.772
C 3.03 0.11 3.71  -0.632
C 4.42 -0.07 3.74  -0.671
C 5.12 -0.15 2.57  -0.802
C 4.47 -0.06 1.32  0.780
C 5.21 -0.12 0.12  -0.762
C 4.59 -0.02 -1.09  -1.266
C 3.19 0.14 -1.15  -0.091
C 2.44 0.20 -0.01  0.174
C 3.05 0.11 1.26  0.588
H 2.48 0.18 4.64  0.387
H 4.93 -0.13 4.69  0.396
H 6.20 -0.28 2.58  0.397
H 6.29 -0.23 0.17  0.388
H 5.16 -0.05 -2.01  0.414
H 2.72 0.22 -2.12  0.295
C 0.64 1.64 -3.70  -0.993
As -0.09 0.10 -2.77  0.146
C 0.88 -1.41 -3.50  -0.954
C -1.79 -0.07 -3.68  -1.042
H 0.72 1.39 -4.76  0.441
H 1.63 1.90 -3.32  0.313
H -0.03 2.48 -3.57  0.381
H 0.83 -1.34 -4.59  0.437
H 0.42 -2.33 -3.17  0.349
H 1.92 -1.41 -3.19  0.354
H -1.56 0.00 -4.74  0.491
H -2.46 0.74 -3.39  0.307
H -2.25 -1.03 -3.46  0.356
C -4.45 -0.34 -1.07  -0.849
N -3.99 -0.47 0.29  0.426
C -2.92 -1.18 0.71  -0.419
Se -1.64 -2.04 -0.30  -0.215
N -2.92 -1.15 2.06  0.117
C -3.98 -0.38 2.53  0.406
C -4.41 -0.04 3.80  -0.925
C -5.51 0.79 3.89  -0.477
C -6.15 1.28 2.75  -0.710
C -5.74 0.92 1.48  -0.571
C -4.65 0.07 1.39  0.741
H -3.78 -0.89 -1.72  -0.026
H -4.45 0.71 -1.35  0.384
H -5.46 -0.74 -1.16  0.393
H -2.22 -1.61 2.63  0.314
H -3.90 -0.41 4.68  0.420
H -5.89 1.08 4.86  0.395
H -6.99 1.96 2.85  0.401
H -6.23 1.29 0.59  0.425
Br -1.59 2.12 -0.80  -0.511

As for the frontier orbital gap (spin up / spin down): 4.86 / 4.86 eV. The calculation puts the energy above the lowest of the compared OMol25 structures with the same formula, charge and spin at 165.6 kJ/mol. As for the lowest unoccupied orbital energy (spin up / spin down): -5.409 / -5.409 eV. The total energy comes out at -8567.9433 hartree. Its total charge is +1.